1.
ORCA calculation (wB97M-V/def2-TZVPD) on a cluster of 3 separate species, C27H38ClF6IN3O9PS in total in a non-equilibrium geometry.

XYZ file:
```
87
Properties=species:S:1:pos:R:3:forces:R:3
C 1.824 -1.510 1.924 -0.34 0.12 0.38
C 0.560 -0.880 1.397 -0.14 0.02 -0.29
C 0.531 0.516 1.300 -0.29 0.01 -0.18
C -0.581 1.210 0.840 -0.15 -0.59 -0.02
C -1.715 0.479 0.485 0.52 -0.20 0.00
C -1.698 -0.906 0.578 0.01 0.12 -0.11
C -0.576 -1.616 1.014 0.40 0.65 0.16
C -0.625 -3.127 1.061 -0.55 0.55 -0.15
C -0.924 -3.713 -0.325 -0.50 0.03 -0.05
N -2.247 -4.371 -0.473 0.73 0.40 -0.57
C -2.160 -5.257 -1.576 0.53 0.65 0.72
O -3.038 -5.943 -1.965 -0.67 -0.41 -0.57
C -0.717 -5.144 -2.169 -0.01 -1.17 -0.99
C -0.651 -4.022 -3.290 0.28 0.75 1.50
C -1.983 -3.401 -3.620 0.33 0.00 -0.03
O -2.788 -3.869 -4.322 -0.88 -0.45 -0.76
Cl -2.300 -1.794 -2.898 0.16 0.16 0.18
P -0.344 -6.740 -3.061 -0.36 -1.54 0.54
O -1.314 -6.585 -4.319 0.13 0.60 -0.26
O 1.132 -6.628 -3.697 -0.52 0.60 0.20
S -0.629 -8.383 -2.129 0.29 0.16 -0.08
C 0.055 -4.776 -0.887 -0.35 0.76 0.64
I 0.106 -6.297 0.658 0.24 -0.13 -0.23
C 1.393 -4.086 -1.051 -0.10 -0.66 -0.12
O 1.453 -2.895 -1.178 0.04 0.57 -0.15
C 2.737 -4.833 -1.064 0.11 0.06 0.84
F 2.679 -5.991 -1.726 0.09 -0.04 -0.01
F 3.083 -5.111 0.219 0.01 0.13 -0.01
C 3.872 -3.934 -1.617 0.21 -0.79 -0.29
F 4.122 -2.927 -0.785 -0.03 0.10 0.09
F 4.973 -4.717 -1.651 -0.04 0.03 -0.13
C 3.582 -3.439 -3.065 0.36 0.69 0.17
F 2.689 -4.268 -3.659 -0.08 -0.17 -0.06
F 4.717 -3.487 -3.785 -0.01 -0.06 -0.02
C 3.088 -1.982 -3.160 -0.81 -0.02 0.05
O 3.656 -1.070 -2.671 0.73 0.37 0.06
O 1.967 -1.865 -3.909 0.47 -0.43 -0.54
H 1.756 -1.573 3.010 0.05 -0.09 0.15
H 2.008 -2.514 1.566 0.11 -0.15 -0.21
H 2.684 -0.886 1.707 0.14 0.03 -0.16
H 1.416 1.074 1.574 0.09 0.03 0.04
H -0.574 2.286 0.755 0.13 0.10 0.10
H -2.596 0.990 0.127 -0.14 0.02 -0.05
H -2.588 -1.440 0.271 -0.09 -0.16 0.05
H -1.443 -3.384 1.730 -0.01 -0.38 0.11
H 0.284 -3.522 1.485 0.18 -0.22 0.10
H -0.949 -2.871 -1.011 0.46 0.10 -0.10
H -2.922 -3.652 -0.717 -0.50 -0.26 0.44
H -0.026 -3.217 -2.914 0.19 0.02 -0.18
H -0.224 -4.397 -4.209 -0.11 -0.10 -0.26
H -0.986 -7.122 -5.052 -0.17 -0.10 -0.06
H 1.384 -5.696 -3.772 0.36 -0.24 -0.26
H 2.103 -1.076 -4.453 -0.44 0.33 0.25
C 2.361 4.326 -0.403 0.06 -0.08 -0.09
C 0.968 4.874 -0.699 0.16 0.03 0.22
C 0.932 6.384 -0.969 -0.14 0.00 -0.16
O 1.056 7.198 0.180 0.08 -0.02 0.00
C 2.377 7.391 0.650 -0.11 0.06 0.11
N 0.067 4.487 0.391 -0.08 0.25 -0.17
H 2.678 4.549 0.616 -0.03 0.06 0.02
H 2.367 3.241 -0.509 -0.04 0.00 0.03
H 3.103 4.736 -1.090 0.00 0.01 0.01
H 0.615 4.384 -1.612 -0.05 0.06 -0.03
H -0.048 6.628 -1.389 -0.02 0.02 0.05
H 1.681 6.670 -1.721 0.07 -0.06 0.05
H 3.093 7.437 -0.175 0.01 -0.05 -0.01
H 2.672 6.604 1.348 0.10 -0.03 -0.06
H 2.399 8.339 1.186 -0.03 0.01 -0.03
H -0.886 4.744 0.147 -0.02 -0.12 0.01
H 0.282 5.071 1.194 0.05 -0.11 0.07
C -3.874 4.690 5.208 -0.11 0.06 0.04
C -2.817 5.373 4.346 0.01 -0.22 0.12
C -2.758 4.855 2.903 0.04 0.16 -0.11
O -2.138 3.595 2.746 -0.11 -0.02 -0.05
C -2.954 2.472 3.029 0.15 -0.03 0.10
N -1.519 5.277 5.021 0.05 0.04 -0.19
H -3.554 3.703 5.541 0.04 -0.03 -0.05
H -4.066 5.282 6.103 0.05 0.00 0.01
H -4.816 4.581 4.668 0.01 -0.01 -0.01
H -3.082 6.433 4.286 0.03 0.02 -0.07
H -2.147 5.553 2.323 0.04 -0.03 0.01
H -3.757 4.847 2.444 -0.04 -0.03 0.08
H -3.995 2.645 2.735 -0.02 0.05 0.05
H -2.907 2.209 4.089 -0.16 0.02 0.02
H -2.563 1.631 2.461 -0.02 0.08 0.06
H -0.835 5.831 4.513 -0.02 0.08 0.08
H -1.189 4.320 4.921 -0.03 -0.02 0.09
```
Positions in Å, forces in eV/Å.

Calculated values
- multiplicity = 1
- Kohn-Sham gap (eV) = 7.71
- total charge = 0
- SMILES string = Cc1ccccc1C[C@@H]1NC(=O)[C@](CC(=O)Cl)(P(O)(O)=S)[C@@]1(I)C(=O)C(F)(F)C(F)(F)C(F)(F)C(=O)O.COC[C@@H](C)N.COC[C@@H](C)N
- LUMO (eV) = -0.9

***

2.
ORCA calculation (wB97M-V/def2-TZVPD) on a cluster of 4 separate species, C3H14N2O3 in total in a non-equilibrium geometry.

XYZ file:
```
22
Properties=species:S:1:pos:R:3:forces:R:3
C -1.005 -1.986 0.862 2.00 0.58 1.29
C 0.232 -1.228 0.269 0.29 2.55 1.84
N 2.244 0.385 -0.846 -0.80 0.95 -0.77
C 1.057 0.176 -1.524 -2.22 -1.91 1.58
N 0.007 -0.445 -0.984 2.33 -0.09 -1.69
H -1.553 -2.438 0.086 -1.08 -0.28 -0.83
H -1.544 -1.291 1.510 -0.51 -0.12 -0.58
H -0.699 -2.814 1.568 0.16 0.83 -0.86
H 1.038 -1.893 0.041 0.61 -0.54 0.08
H 0.620 -0.447 1.096 -0.71 -1.94 -1.45
H 2.735 1.104 -1.392 0.25 -0.39 1.04
H 2.054 0.621 0.151 0.74 -0.23 -0.81
H 1.024 0.508 -2.594 -0.23 -0.17 1.10
H -1.649 2.044 -0.342 -0.34 0.07 0.02
H -0.638 1.011 -0.044 -0.29 0.30 0.25
O -1.025 1.817 0.350 0.60 0.09 0.10
H 1.108 2.214 1.606 0.22 -0.61 0.14
H 1.728 1.674 2.903 0.07 -0.23 -0.65
O 1.730 1.531 1.938 -0.46 0.90 0.40
H -3.188 -0.187 -1.875 -1.04 -0.15 -0.60
H -1.750 -0.439 -1.519 0.62 0.19 0.28
O -2.525 0.082 -1.262 -0.22 0.18 0.12
```
Positions in Å, forces in eV/Å.

Calculated values
- multiplicity = 1
- Kohn-Sham gap (eV) = 9.86
- ΔE to the lowest compared entry with this formula, charge and spin (kJ/mol) = 95.7
- total charge = 0
- SMILES string = CC/N=C\N.O.O.O
- LUMO (eV) = 0.7

***

3.
ORCA calculation (wB97M-V/def2-TZVPD) on an isolated molecule of C8H10O5S in a non-equilibrium geometry.

XYZ file:
```
24
Properties=species:S:1:pos:R:3:forces:R:3
C -1.466 -0.897 -1.835 0.62 0.86 1.46
C -2.044 -1.553 -0.906 2.44 1.97 1.29
C 0.689 -0.477 -0.493 1.07 0.43 -0.51
C -2.465 -1.793 0.445 1.69 -1.53 1.68
C -2.508 -0.546 1.368 3.73 1.29 -0.69
C -0.610 0.024 -0.947 -2.64 -2.22 0.47
C 3.708 1.495 -0.334 -3.10 -2.05 -4.20
C 2.723 0.449 0.280 -0.15 1.10 0.22
O 1.155 -1.600 -0.517 -0.96 0.24 0.06
O -0.538 1.603 1.140 -1.88 0.19 -1.73
O -1.924 2.272 -0.916 -0.13 0.61 0.27
O -2.802 0.613 0.647 1.10 1.25 -1.83
O 1.395 0.615 -0.190 -0.08 0.19 -1.18
S -1.411 1.318 -0.004 0.70 -1.27 1.39
H -1.307 -1.044 -2.833 -0.01 -0.15 -2.46
H -3.320 -2.382 0.273 -2.31 -0.08 0.49
H -1.881 -2.612 1.009 -0.02 1.26 -1.19
H -3.218 -0.556 2.087 -2.40 -0.77 2.29
H -1.499 -0.208 1.936 -1.78 -1.93 -1.22
H 3.855 1.239 -1.459 0.09 -0.03 1.81
H 3.450 2.528 -0.459 -1.22 0.47 0.76
H 4.599 1.514 0.118 3.45 -0.45 1.80
H 2.526 0.615 1.296 0.63 0.81 1.94
H 2.893 -0.617 0.292 1.16 -0.18 -0.93
```
Positions in Å, forces in eV/Å.

Calculated values
- multiplicity = 1
- Kohn-Sham gap (alpha / beta) (eV) = 8.05 / 8.05
- ΔE to the lowest compared entry with this formula, charge and spin (kJ/mol) = 213.5
- total charge = 0
- LUMO (alpha / beta) (eV) = -1.1 / -1.1

***

4.
ORCA calculation (wB97M-V/def2-TZVPD) on a structure of composition C24H23AuGeN2O3 in a non-equilibrium geometry.

XYZ file:
```
54
Properties=species:S:1:pos:R:3:forces:R:3
Au 0.620 0.133 -1.709 -0.99 -0.47 0.09
O -1.006 -1.259 -1.662 0.25 0.02 -0.04
N -1.109 -2.265 -2.367 -0.05 0.02 -0.12
N -0.136 -2.386 -3.322 -0.08 0.03 0.09
O 0.748 -1.536 -3.461 0.04 -0.16 -0.12
C -0.221 -3.531 -4.168 -0.04 -0.03 0.00
C 0.694 -3.622 -5.214 0.01 0.04 0.03
C 0.636 -4.724 -6.041 -0.01 -0.04 -0.01
C -0.316 -5.715 -5.819 0.03 0.01 0.00
C -1.226 -5.604 -4.774 0.00 -0.02 -0.02
C -1.192 -4.508 -3.935 0.01 0.09 0.04
H 1.425 -2.841 -5.365 0.00 -0.01 0.00
H 1.334 -4.813 -6.861 0.00 -0.01 0.00
H -0.347 -6.581 -6.467 -0.01 0.01 -0.01
H -1.966 -6.375 -4.613 0.00 0.00 0.00
H -1.895 -4.408 -3.123 0.00 -0.03 -0.01
C 2.302 2.570 -1.972 0.03 0.00 0.01
O 2.127 1.177 -2.157 0.55 0.54 0.00
H 3.096 2.864 -2.660 0.00 -0.02 -0.03
H 2.623 2.808 -0.960 0.03 -0.06 0.02
H 1.408 3.151 -2.212 -0.04 -0.04 -0.06
C -1.208 2.849 -0.217 -0.06 -0.21 -0.67
Ge -0.099 1.353 0.330 0.16 0.67 1.52
C 1.502 1.966 1.239 0.37 -0.02 -0.50
C 1.838 3.320 1.312 -0.09 -0.06 0.09
C 3.041 3.718 1.876 -0.05 0.01 0.05
C 3.931 2.765 2.351 0.00 0.01 0.01
C 3.610 1.417 2.286 -0.05 -0.03 0.03
C 2.398 1.020 1.738 -0.04 0.06 0.05
C -1.010 0.235 1.663 -0.10 -0.47 -0.51
C -1.236 -1.103 1.451 -0.09 0.07 0.15
C -2.007 -1.881 2.344 0.15 -0.01 -0.09
C -2.531 -1.304 3.457 -0.01 0.01 0.08
C -2.302 0.065 3.739 0.01 0.05 0.04
C -2.846 0.659 4.905 -0.02 -0.08 -0.03
C -2.622 1.969 5.197 0.02 0.08 0.00
C -1.827 2.753 4.334 -0.01 0.01 0.06
C -1.290 2.210 3.203 -0.01 -0.20 -0.07
C -1.523 0.852 2.852 -0.02 0.07 -0.04
H -1.428 3.439 0.669 0.00 0.00 0.01
H -2.143 2.483 -0.642 -0.03 0.05 0.07
H -0.716 3.469 -0.966 0.02 0.05 0.07
H 1.151 4.075 0.945 0.04 -0.01 -0.08
H 3.287 4.771 1.937 0.00 -0.01 0.01
H 4.874 3.075 2.782 0.00 0.00 -0.01
H 4.301 0.675 2.664 -0.01 0.01 0.01
H 2.143 -0.035 1.716 0.04 0.00 -0.05
H -0.822 -1.594 0.585 -0.01 -0.03 -0.09
H -2.185 -2.926 2.128 0.05 -0.01 0.03
H -3.113 -1.888 4.160 -0.06 0.03 -0.03
H -3.453 0.046 5.561 0.03 -0.01 0.01
H -3.038 2.408 6.094 -0.01 0.01 -0.02
H -1.636 3.790 4.576 0.03 -0.01 0.01
H -0.642 2.814 2.587 0.01 0.09 -0.01
```
Positions in Å, forces in eV/Å.

Calculated values
- multiplicity = 2
- Kohn-Sham gap (alpha / beta) (eV) = 6.08 / 4.10
- ΔE to the lowest compared entry with this formula, charge and spin (kJ/mol) = 22.0
- total charge = +1
- LUMO (alpha / beta) (eV) = -4.6 / -6.5

***

5.
ORCA calculation (wB97M-V/def2-TZVPD) on a structure of composition AgCl in a non-equilibrium geometry.

XYZ file:
```
2
Properties=species:S:1:pos:R:3:forces:R:3
Ag 17.454 21.663 -8.518 -1.17 0.49 -1.26
Cl 15.746 22.373 -10.356 1.17 -0.49 1.26
```
Positions in Å, forces in eV/Å.

Calculated values
- multiplicity = 1
- Kohn-Sham gap (eV) = 7.44
- ΔE to the lowest compared entry with this formula, charge and spin (kJ/mol) = 0.0
- total charge = 0
- LUMO (eV) = -2.0

***

6.
ORCA calculation (wB97M-V/def2-TZVPD) on a cluster of 5 separate species, C20H36ClN6O2 in total in a non-equilibrium geometry.

XYZ file:
```
65
Properties=species:S:1:pos:R:3:forces:R:3
C 2.999 -4.538 2.958 -1.16 0.60 1.69
C 2.184 -4.243 4.288 0.16 0.23 -1.64
N 1.265 -5.377 4.517 -3.82 -2.72 0.07
C 1.640 -6.750 4.627 -1.55 0.18 -0.46
C 0.510 -7.571 4.577 0.73 1.95 -0.47
N -0.596 -6.766 4.430 0.54 3.58 -0.41
C -0.160 -5.385 4.377 2.10 -4.12 0.68
C -2.017 -7.240 4.164 0.24 0.02 0.72
H 3.815 -5.206 3.229 -0.07 -0.08 -0.60
H 3.357 -3.584 2.570 0.21 -0.19 0.03
H 2.246 -4.930 2.273 0.54 -0.27 -0.29
H 1.555 -3.371 4.110 -0.06 -0.06 0.16
H 2.854 -4.020 5.118 -0.33 -0.46 0.22
H 2.660 -7.102 4.575 -0.03 0.39 0.24
H 0.402 -8.640 4.471 0.27 0.09 0.30
H -0.885 -4.587 4.319 0.40 0.34 -0.15
H -2.709 -6.418 3.981 0.60 0.20 -0.50
H -2.480 -7.725 5.024 0.68 0.01 0.46
H -2.049 -8.002 3.386 0.36 0.50 -0.31
C -0.710 7.022 -0.639 0.32 0.15 0.23
C -1.595 6.045 0.167 0.63 0.30 -0.56
N -1.287 6.032 1.613 0.24 -2.41 0.78
C -1.658 7.037 2.460 1.13 -1.57 2.28
C -1.363 6.536 3.753 -0.18 2.18 -1.30
N -0.820 5.310 3.652 0.89 -0.30 -1.74
C -0.820 4.926 2.338 -0.48 2.74 0.69
C -0.131 4.631 4.788 -1.41 -0.59 0.15
H 0.230 6.580 -0.969 -0.07 -0.21 0.11
H -0.420 7.905 -0.070 -0.18 -0.01 0.23
H -1.206 7.412 -1.528 -0.24 -0.29 0.07
H -1.430 5.029 -0.193 -0.33 0.06 0.04
H -2.638 6.337 0.046 0.02 -0.30 0.16
H -1.958 8.004 2.084 -0.22 -0.19 0.27
H -1.343 7.016 4.720 -0.33 0.16 -0.23
H -0.474 3.958 2.009 -0.17 0.16 -0.36
H -0.866 3.878 5.073 0.64 -0.61 0.10
H -0.052 5.260 5.674 -0.03 0.52 -0.50
H 0.861 4.249 4.546 -0.39 -0.04 -0.34
C 2.341 3.002 -7.795 -0.26 0.98 0.11
C 0.918 3.219 -7.183 0.27 -0.64 -0.51
N 0.515 2.188 -6.190 -0.34 -0.28 2.53
C 0.083 0.935 -6.527 0.76 -0.54 -0.05
C 0.000 0.183 -5.386 -0.60 -0.83 -1.43
N 0.292 0.965 -4.337 -0.14 3.64 -2.59
C 0.541 2.218 -4.797 0.30 -0.66 -1.83
C 0.086 0.619 -3.007 0.32 -1.05 2.56
H 3.146 3.144 -7.074 -0.11 -0.49 0.13
H 2.545 3.769 -8.542 -0.42 0.52 0.14
H 2.473 2.128 -8.432 -0.30 -0.53 0.73
H 0.207 3.112 -8.003 -0.15 0.09 0.12
H 0.727 4.188 -6.722 0.46 0.00 -0.09
H -0.037 0.664 -7.566 -0.03 -0.13 0.18
H -0.321 -0.838 -5.242 0.10 -0.03 -0.09
H 0.627 3.099 -4.178 0.33 -0.16 -0.14
H 0.793 -0.189 -2.817 -0.35 -0.23 0.48
H -0.940 0.299 -2.829 0.13 -0.09 0.02
H 0.342 1.431 -2.326 -0.08 0.05 -0.22
C -1.283 -5.121 -0.788 0.11 -0.10 0.59
C -1.301 -5.015 -2.303 0.84 1.18 -0.82
O -0.191 -5.049 -2.881 0.64 -0.36 -0.08
O -2.387 -4.725 -2.832 -0.84 -0.27 0.09
H -0.289 -5.216 -0.350 0.26 -0.23 -0.31
H -1.871 -5.991 -0.496 -0.34 0.23 0.31
H -1.663 -4.170 -0.414 -0.53 -0.24 0.23
Cl -2.269 -0.565 2.500 0.31 0.23 0.10
```
Positions in Å, forces in eV/Å.

Calculated values
- multiplicity = 1
- Kohn-Sham gap (eV) = 3.98
- ΔE to the lowest compared entry with this formula, charge and spin (kJ/mol) = 552.0
- total charge = +1
- LUMO (eV) = -2.7